No. 1
8
Properties=species:S:1:pos:R:3 method="wB97M-V/def2-TZVPD" spin_multiplicity=1 total_charge=-1 total_energy_ha=-762.25453 smiles="O=C([O-])/C(F)=C(/F)I" e_homo_ev=-4.6 orbital_gap_ev=7.455
O -0.46 1.11 1.81
C -0.20 1.23 0.65
O -0.26 2.10 -0.19
C 0.60 -0.05 0.02
F 1.91 -0.01 0.12
C -0.04 -1.03 -0.58
F 0.53 -2.17 -1.11
I -2.08 -1.18 -0.71

***

No. 2
8
Properties=species:S:1:pos:R:3 method="wB97M-V/def2-TZVPD" spin_multiplicity=1 total_energy_ha=-588.86853 de_lowest_kcal_mol=61.7 e_homo_ev=-10.6 orbital_gap_ev=9.358
C 0.66 -1.16 0.09
C -0.45 1.80 -0.37
C -0.29 0.27 0.23
O 1.81 -1.23 0.28
F -0.16 -2.15 -0.18
F -0.06 1.87 -1.59
F -1.55 -0.15 -0.07
F -0.25 0.45 1.58

***

No. 3
25
Properties=species:S:1:pos:R:3 method="wB97M-V/def2-TZVPD" spin_multiplicity=2 total_charge=-1 s2=0.761 total_energy_ha=-3047.17982 de_lowest_kcal_mol=0.0 e_homo_ev="-5.9 / -5.9" orbital_gap_ev="7.464 / 4.446"
Na 10.46 -19.67 -6.82
C 14.91 -17.27 -6.25
F 15.56 -18.11 -7.12
F 14.97 -17.86 -5.00
F 15.29 -16.08 -6.33
S 12.97 -17.25 -6.78
O 12.22 -18.16 -5.98
O 12.51 -15.89 -6.60
O 13.02 -17.60 -8.23
C 10.20 -20.15 -12.03
F 10.81 -19.83 -13.15
F 9.15 -19.40 -11.82
F 9.83 -21.44 -12.14
S 11.39 -19.98 -10.46
O 12.36 -21.09 -10.58
O 12.07 -18.63 -10.52
O 10.50 -20.06 -9.26
C 8.20 -16.11 -9.62
F 7.24 -16.18 -8.76
F 8.10 -17.18 -10.45
F 8.19 -14.96 -10.31
S 9.88 -16.24 -8.65
O 9.70 -17.40 -7.78
O 10.95 -16.46 -9.70
O 10.03 -14.97 -7.86

***

No. 4
6
Properties=species:S:1:pos:R:3 method="wB97M-V/def2-TZVPD" spin_multiplicity=1 total_charge=-1 total_energy_ha=-364.55043 de_lowest_kcal_mol=56.2 e_homo_ev=-3.6 orbital_gap_ev=7.873
C -0.12 0.09 0.01
C -1.53 0.75 -0.03
C 1.18 -0.09 -0.06
O 2.32 0.31 -0.01
O 0.53 -1.28 0.06
F -2.54 -0.23 0.00

***

No. 5
13
Properties=species:S:1:pos:R:3 method="wB97M-V/def2-TZVPD" spin_multiplicity=2 total_charge=+1 s2=0.753 total_energy_ha=-119.84188 de_lowest_kcal_mol=0.0 e_homo_ev="-16.8 / -16.8" orbital_gap_ev="13.295 / 4.904"
C -0.10 0.91 1.88
H 0.69 0.16 1.90
H -0.83 0.58 1.12
H -0.64 1.12 2.80
H 0.37 1.86 1.63
C 0.66 -0.21 -1.38
C -0.54 -0.93 -0.89
H 0.38 0.74 -1.90
H 1.33 0.01 -0.54
H 1.28 -0.77 -2.13
H -1.51 -0.40 -1.04
H -0.45 -1.22 0.15
H -0.65 -1.84 -1.59

***

No. 6
23
Properties=species:S:1:pos:R:3 method="wB97M-V/def2-TZVPD" spin_multiplicity=1 total_energy_ha=-3269.31794 de_lowest_kcal_mol=181.1 e_homo_ev=-10.4 orbital_gap_ev=3.115
Sn 0.76 -3.51 -0.56
B 2.22 -6.70 -3.58
H 1.23 -6.99 -3.28
H 2.88 -6.75 -2.73
H 2.55 -7.37 -4.36
H 2.19 -5.69 -3.98
As 1.09 1.17 4.71
F 1.11 -0.18 5.93
F -0.67 0.98 4.48
F 1.10 2.58 3.57
F 2.86 1.39 4.95
F 1.30 -0.02 3.42
F 0.77 2.28 6.12
C -1.16 3.84 -1.75
C -1.51 2.48 -1.32
O -0.65 1.58 -1.26
C -2.96 2.14 -1.21
H -1.49 4.57 -1.01
H -1.53 4.12 -2.74
H -0.08 3.96 -1.82
H -3.62 2.91 -1.60
H -3.22 1.90 -0.18
H -3.20 1.28 -1.85

***

No. 7
20
Properties=species:S:1:pos:R:3 method="wB97M-V/def2-TZVPD" spin_multiplicity=1 total_charge=-1 total_energy_ha=-525.91308 e_homo_ev=-2.4 orbital_gap_ev=5.669
C 1.66 -1.58 0.63
C 2.32 -0.50 -0.21
O 2.08 0.83 0.20
B 0.90 1.50 -0.26
O 1.26 2.87 -0.53
N -0.34 0.94 -0.51
C -1.19 0.46 0.59
B -2.36 -0.20 -0.20
O -2.17 -1.34 -0.97
O -3.68 0.32 -0.21
H 2.27 -2.50 0.64
H 1.55 -1.23 1.66
H 0.66 -1.82 0.26
H 2.02 -0.62 -1.26
H 3.42 -0.63 -0.16
H 0.74 3.43 0.04
H -1.58 1.28 1.21
H -0.73 -0.26 1.30
H -3.01 -1.75 -1.16
H -3.84 0.79 -1.03

***

No. 8
23
Properties=species:S:1:pos:R:3 method="wB97M-V/def2-TZVPD" spin_multiplicity=1 total_charge=-1 total_energy_ha=-1380.86635 e_homo_ev=-6.0 orbital_gap_ev=8.408
C 0.46 2.86 1.56
C 1.29 2.21 0.28
P 1.71 0.37 0.57
C 3.34 -0.05 -0.37
Si 0.18 -0.90 -0.40
O -0.72 -1.68 0.90
N -0.99 -0.69 1.77
O -1.77 0.14 1.26
H 0.80 2.32 2.54
H 0.68 4.01 1.54
H -0.69 2.63 1.42
H 0.59 2.26 -0.67
H 2.22 2.90 0.08
H 3.61 0.92 -1.00
H 3.22 -0.98 -1.09
H 4.14 -0.27 0.48
H 0.85 -1.81 -1.32
H -0.75 -0.10 -1.19
B -3.63 -2.83 -1.27
F -3.26 -1.48 -1.68
F -4.81 -3.25 -2.02
F -2.53 -3.74 -1.55
F -3.93 -2.84 0.15

***

No. 9
16
Properties=species:S:1:pos:R:3 method="wB97M-V/def2-TZVPD" spin_multiplicity=1 total_energy_ha=-275.12829 de_lowest_kcal_mol=53.1 e_homo_ev=-8.2 orbital_gap_ev=8.543
B -1.88 0.00 -0.07
C 2.56 -0.11 0.06
C 0.24 -0.06 -0.76
C 1.07 -0.40 0.38
N -2.53 1.22 0.06
O -2.39 -1.23 0.07
H 2.57 0.88 -0.24
H 2.74 -0.59 -0.80
H 3.33 -0.46 0.89
H 0.30 0.85 -1.23
H 0.36 -0.76 -1.51
H 1.13 -1.47 0.65
H 0.91 0.31 1.16
H -1.89 2.00 0.06
H -3.23 1.12 0.76
H -3.28 -1.31 0.54

***

No. 10
17
Properties=species:S:1:pos:R:3 method="wB97M-V/def2-TZVPD" spin_multiplicity=1 total_energy_ha=-1619.59882 de_lowest_kcal_mol=101.9 e_homo_ev="-7.5 / -7.8" orbital_gap_ev="6.697 / 7.086"
C 1.80 1.14 1.60
C 1.16 0.83 -1.53
C -2.79 -0.62 0.30
Si -1.47 -1.81 -0.38
Si 1.71 -0.04 0.01
Cl -2.73 0.81 -0.72
Cl 3.58 -0.83 -0.16
H 0.84 1.62 1.79
H 1.92 0.60 2.54
H 2.55 1.95 1.51
H 1.94 1.39 -2.01
H 0.76 0.07 -2.14
H 0.27 1.41 -1.43
H -2.74 -0.14 1.21
H -3.76 -1.19 0.28
H -1.89 -2.34 -1.59
H -1.15 -2.83 0.71

***

No. 11
24
Properties=species:S:1:pos:R:3 method="wB97M-V/def2-TZVPD" spin_multiplicity=1 total_energy_ha=-1602.05396 e_homo_ev=-9.2 orbital_gap_ev=7.642
N 1.53 -0.48 2.42
C 0.34 -0.72 1.50
C -0.76 0.33 1.69
C -2.16 -0.25 1.72
O -2.37 -1.27 2.69
H 1.70 -1.26 3.05
H 2.38 -0.35 1.86
H 1.39 0.36 2.97
H -0.03 -1.73 1.64
H 0.73 -0.65 0.50
H -0.70 1.04 0.86
H -0.60 0.91 2.61
H -2.41 -0.64 0.73
H -2.85 0.56 1.94
H -1.55 -1.49 3.14
N 1.22 1.23 -3.27
S 0.36 0.81 -2.03
O 0.53 -0.53 -1.56
O -0.95 1.36 -1.94
F 1.18 1.65 -0.91
S 0.82 0.57 -4.66
O 1.84 0.79 -5.61
O -0.55 0.75 -5.02
F 0.92 -0.99 -4.32

***

No. 12
16
Properties=species:S:1:pos:R:3 method="wB97M-V/def2-TZVPD" spin_multiplicity=3 total_charge=+1 s2=2.006 total_energy_ha=-329.23112 de_lowest_kcal_mol=8.0 e_homo_ev="-10.5 / -16.2" orbital_gap_ev="6.907 / 10.898"
C 1.74 0.91 -0.45
C 1.39 -0.24 0.45
C -1.01 -0.26 0.48
N -1.49 0.85 -0.20
N -1.19 -1.57 -0.34
F 1.54 -1.36 -0.23
H 2.86 0.98 -0.46
H 1.36 1.88 -0.08
H 1.25 0.67 -1.35
H 1.66 -0.13 1.51
H -1.24 -0.34 1.44
H -0.95 0.89 -1.12
H -1.22 1.69 0.34
H -1.65 -1.31 -1.14
H -1.54 -2.37 0.29
H -0.26 -1.93 -0.56

***

No. 13
14
Properties=species:S:1:pos:R:3 method="wB97M-V/def2-TZVPD" spin_multiplicity=1 total_charge=+1 total_energy_ha=-174.72340 de_lowest_kcal_mol=55.3 e_homo_ev=-14.1 orbital_gap_ev=9.891
N 1.86 -0.12 -0.15
H 2.59 -0.84 0.06
H 2.28 0.71 0.31
H 2.28 0.14 -1.16
H 0.83 -0.38 -0.07
C -1.23 0.66 -0.82
C -1.10 0.16 0.59
C -0.76 -1.10 1.02
H -0.50 1.50 -1.02
H -0.95 -0.02 -1.66
H -2.25 1.24 -0.91
H -1.20 1.08 1.21
H -0.72 -1.05 2.14
H -1.13 -2.00 0.46

***

No. 14
14
Properties=species:S:1:pos:R:3 method="wB97M-V/def2-TZVPD" spin_multiplicity=1 total_charge=+1 total_energy_ha=-174.81157 smiles=CC(C)[NH3+] de_lowest_kcal_mol=0.0 e_homo_ev=-17.3 orbital_gap_ev=13.596
C 0.95 0.66 0.86
C -0.26 -0.09 0.35
C -1.12 0.70 -0.59
N 0.27 -1.32 -0.43
H 1.52 0.12 1.62
H 1.65 0.84 0.04
H 0.69 1.64 1.24
H -0.80 -0.57 1.16
H -0.54 1.08 -1.43
H -1.50 1.58 -0.08
H -2.01 0.16 -0.91
H 0.68 -2.01 0.21
H -0.53 -1.75 -0.92
H 0.99 -1.06 -1.11

***

No. 15
14
Properties=species:S:1:pos:R:3 method="wB97M-V/def2-TZVPD" spin_multiplicity=1 total_charge=+1 total_energy_ha=-174.53061 de_lowest_kcal_mol=176.3 e_homo_ev=-11.6 orbital_gap_ev=5.664
C -0.63 0.73 1.41
H -3.20 3.20 -4.47
H -1.43 0.89 2.20
H 0.10 1.69 1.37
H -2.45 2.88 -4.40
C 0.67 -0.72 0.06
C -0.46 -0.54 0.94
N 1.93 -1.33 0.36
H 0.65 -0.45 -1.01
H -0.92 -1.30 1.61
H -1.29 -0.67 0.19
H 2.46 -1.90 -0.32
H 2.75 -0.65 0.77
H 1.82 -1.84 1.28

***

No. 16
14
Properties=species:S:1:pos:R:3 method="wB97M-V/def2-TZVPD" spin_multiplicity=1 total_charge=+1 total_energy_ha=-174.74703 de_lowest_kcal_mol=40.5 e_homo_ev=-15.5 orbital_gap_ev=9.615
C 3.60 -1.46 -1.11
H 2.61 -1.67 -1.50
H 3.63 -0.56 -0.50
H 4.37 -1.45 -1.87
H 3.84 -2.33 -0.50
C -1.19 1.16 1.49
C -1.77 0.38 -0.76
N -1.41 0.12 0.43
H -0.55 0.65 2.21
H -2.16 1.40 1.92
H -0.72 2.03 1.06
H -2.09 1.37 -1.04
H -1.54 -0.28 -1.60
H -1.45 -0.85 0.73

***

No. 17
15
Properties=species:S:1:pos:R:3 method="wB97M-V/def2-TZVPD" spin_multiplicity=1 total_energy_ha=-229.73906 smiles=CCNCN de_lowest_kcal_mol=44.0 e_homo_ev=-8.4 orbital_gap_ev=9.572
C -1.33 -1.84 -0.58
C -0.10 -0.87 -0.66
N -0.04 0.33 0.21
C 1.07 1.19 0.12
N 1.28 1.83 1.54
H -1.75 -1.98 0.43
H -2.21 -1.29 -1.22
H -1.05 -2.72 -1.12
H 0.03 -0.46 -1.61
H 0.78 -1.48 -0.34
H -1.00 0.67 0.18
H 2.09 0.72 -0.09
H 0.88 1.88 -0.74
H 0.54 1.32 2.17
H 0.81 2.70 1.71

***

No. 18
15
Properties=species:S:1:pos:R:3 method="wB97M-V/def2-TZVPD" spin_multiplicity=1 total_energy_ha=-229.74675 smiles="C=N.CNC" de_lowest_kcal_mol=39.2 e_homo_ev=-8.4 orbital_gap_ev=9.519
C 0.98 -0.89 2.72
N 0.40 -1.53 1.81
H 1.66 -1.32 3.45
H 0.60 0.11 2.92
H 0.77 -2.46 1.61
C -0.88 1.47 -0.44
N -0.15 1.09 -1.64
C 0.07 -0.33 -1.84
H -0.53 2.48 -0.20
H -0.65 0.83 0.42
H -1.96 1.38 -0.54
H -0.58 1.44 -2.48
H 0.94 -0.76 -1.37
H -0.77 -0.97 -1.49
H 0.08 -0.55 -2.92

***

No. 19
15
Properties=species:S:1:pos:R:3 method="wB97M-V/def2-TZVPD" spin_multiplicity=1 total_energy_ha=-229.74471 smiles="C=N.CCN" de_lowest_kcal_mol=40.5 e_homo_ev=-8.9 orbital_gap_ev=10.035
C -4.19 -2.99 -3.24
N -5.32 -2.42 -3.01
H -4.13 -3.86 -3.93
H -3.40 -2.64 -2.60
H -5.18 -1.72 -2.28
C 2.33 0.99 0.90
C 2.55 1.63 2.32
N 3.80 2.30 2.45
H 3.22 1.00 0.27
H 1.56 1.57 0.39
H 1.99 -0.08 1.02
H 2.25 0.88 3.05
H 1.78 2.42 2.28
H 4.45 1.94 3.12
H 3.80 3.31 2.43

***

No. 20
15
Properties=species:S:1:pos:R:3 method="wB97M-V/def2-TZVPD" spin_multiplicity=1 total_energy_ha=-229.79529 smiles=C[C@H](N)CN de_lowest_kcal_mol=8.8 e_homo_ev=-8.9 orbital_gap_ev=9.998
C -0.43 0.97 -0.98
C -0.63 0.15 0.38
N 0.13 0.79 1.46
C -0.17 -1.31 0.17
N 1.24 -1.39 -0.24
H 0.22 0.52 -1.73
H -0.10 2.00 -0.85
H -1.41 1.06 -1.46
H -1.69 0.15 0.65
H -0.33 1.66 1.74
H 1.06 1.06 1.15
H -0.28 -1.87 1.11
H -0.80 -1.80 -0.58
H 1.38 -1.16 -1.22
H 1.80 -0.83 0.39

***

No. 21
15
Properties=species:S:1:pos:R:3 method="wB97M-V/def2-TZVPD" spin_multiplicity=1 total_energy_ha=-229.71728 smiles="C=N.CNC" de_lowest_kcal_mol=57.7 e_homo_ev=-8.1 orbital_gap_ev=9.155
C 2.37 0.21 -3.27
N 2.23 0.09 -2.00
H 2.43 1.21 -3.66
H 2.85 -0.55 -3.90
H 1.90 -0.85 -1.79
C -1.97 -0.54 0.67
N -0.65 -0.17 1.17
C -0.55 0.70 2.30
H -2.44 -1.23 1.39
H -2.05 -1.13 -0.25
H -2.43 0.43 0.42
H 0.00 -0.92 1.06
H 0.45 0.54 2.69
H -0.84 1.73 2.08
H -1.31 0.49 3.09

***

No. 22
15
Properties=species:S:1:pos:R:3 method="wB97M-V/def2-TZVPD" spin_multiplicity=1 total_energy_ha=-229.78199 smiles=CNCCN de_lowest_kcal_mol=17.1 e_homo_ev=-8.9 orbital_gap_ev=10.021
C -0.82 1.19 -1.01
N -0.19 1.23 0.32
C 0.92 0.26 0.56
C 0.62 -1.17 0.13
N -0.52 -1.71 0.92
H -1.86 1.48 -0.88
H -0.32 1.81 -1.76
H -0.75 0.18 -1.40
H 0.24 2.13 0.48
H 1.06 0.30 1.63
H 1.82 0.53 -0.01
H 1.48 -1.78 0.41
H 0.51 -1.26 -0.95
H -1.09 -0.93 1.23
H -1.11 -2.27 0.30

***

No. 23
15
Properties=species:S:1:pos:R:3 method="wB97M-V/def2-TZVPD" spin_multiplicity=2 total_charge=+1 s2=0.760 total_energy_ha=-229.36764 de_lowest_kcal_mol=78.8 e_homo_ev="-12.5 / -12.5" orbital_gap_ev="8.692 / 2.982"
C 2.36 1.54 2.78
C 1.40 1.44 3.68
H 2.26 1.89 1.80
H 3.43 1.40 2.90
H 0.48 1.74 3.34
H 1.47 1.31 4.79
N -1.99 0.11 -2.55
C -1.44 -1.26 -2.63
N -0.76 -2.01 -1.41
H -1.40 0.79 -2.22
H -2.72 -0.07 -1.88
H -0.63 -1.09 -3.40
H -2.23 -2.06 -2.88
H -0.39 -1.45 -0.56
H 0.15 -2.28 -1.74

***

No. 24
16
Properties=species:S:1:pos:R:3 method="wB97M-V/def2-TZVPD" spin_multiplicity=1 total_energy_ha=-304.96087 smiles=NC[C@@H](N)CO de_lowest_kcal_mol=71.4 e_homo_ev=-9.4 orbital_gap_ev=10.267
N 0.51 -1.08 1.97
C -0.11 0.11 1.33
C -0.45 0.03 -0.25
N -1.23 1.25 -0.59
C 0.93 0.03 -0.97
O 0.75 -0.09 -2.56
H -0.03 -1.93 1.74
H 1.50 -1.34 1.64
H 0.68 0.79 1.12
H -0.84 0.66 1.98
H -0.91 -0.99 -0.41
H -1.96 0.88 -1.35
H -1.69 1.74 0.15
H 1.49 0.73 -0.52
H 1.56 -0.82 -0.63
H -0.22 0.02 -2.65

***

No. 25
16
Properties=species:S:1:pos:R:3 method="wB97M-V/def2-TZVPD" spin_multiplicity=1 total_energy_ha=-304.99932 smiles="C=CO.NCN" de_lowest_kcal_mol=47.3 e_homo_ev=-9.1 orbital_gap_ev=9.904
C 2.77 -1.59 1.40
C 1.73 -1.22 2.15
O 0.45 -1.39 1.72
H 3.79 -1.38 1.70
H 2.82 -1.86 0.35
H 1.75 -0.81 3.14
H 0.39 -1.83 0.87
N -2.72 1.69 -1.59
C -1.24 1.77 -1.81
N -0.45 0.62 -1.42
H -3.11 0.99 -2.21
H -2.95 1.50 -0.63
H -1.21 2.03 -2.87
H -1.01 2.63 -1.17
H -0.79 -0.22 -1.90
H -0.76 0.44 -0.46

***

No. 26
16
Properties=species:S:1:pos:R:3 method="wB97M-V/def2-TZVPD" spin_multiplicity=1 total_energy_ha=-305.04251 smiles="NC=O.CNC" de_lowest_kcal_mol=20.2 e_homo_ev=-8.8 orbital_gap_ev=9.722
N -2.01 0.70 0.07
C -1.45 0.97 1.28
O -0.47 1.66 1.41
H -1.61 1.16 -0.73
H -2.89 0.23 -0.03
H -1.98 0.50 2.12
C 0.61 -1.98 -1.14
N 1.30 -1.07 -0.23
C 1.91 0.05 -0.92
H -0.35 -1.55 -1.43
H 1.19 -2.21 -2.04
H 0.42 -2.92 -0.63
H 2.02 -1.59 0.25
H 2.53 -0.26 -1.78
H 2.55 0.59 -0.23
H 1.14 0.74 -1.27

***

No. 27
16
Properties=species:S:1:pos:R:3 method="wB97M-V/def2-TZVPD" spin_multiplicity=1 total_energy_ha=-304.90928 smiles="C=CCN.NO" de_lowest_kcal_mol=103.8 e_homo_ev=-8.9 orbital_gap_ev=9.935
C 0.13 1.57 0.59
C -0.29 0.29 0.66
C -1.36 -0.33 -0.32
N -2.77 -0.45 -0.05
H 0.79 2.12 1.32
H -0.32 2.02 -0.26
H 0.06 -0.36 1.41
H -1.01 -1.39 -0.46
H -1.38 0.24 -1.23
H -3.32 0.42 0.09
H -3.03 -1.22 0.62
N 2.10 -0.14 0.00
O 3.24 -0.93 -0.47
H 2.23 0.15 1.00
H 2.37 0.77 -0.43
H 2.90 -1.35 -1.29

***

No. 28
16
Properties=species:S:1:pos:R:3 method="wB97M-V/def2-TZVPD" spin_multiplicity=1 total_energy_ha=-305.02613 de_lowest_kcal_mol=30.4 e_homo_ev=-8.9 orbital_gap_ev=9.895
C 0.06 -0.23 -1.45
C 0.65 0.58 -0.30
N 0.81 -0.23 0.94
C 1.43 0.45 1.86
N 2.08 1.65 1.70
H 0.34 0.28 -2.40
H 0.57 -1.21 -1.46
H -1.01 -0.35 -1.34
H 1.66 0.77 -0.71
H 0.28 1.60 -0.22
H 1.49 0.05 2.85
H 2.47 1.84 0.80
H 2.60 1.95 2.51
O -4.32 -2.03 -1.00
H -4.11 -2.64 -0.29
H -5.01 -2.47 -1.50

***

No. 29
16
Properties=species:S:1:pos:R:3 method="wB97M-V/def2-TZVPD" spin_multiplicity=1 total_energy_ha=-305.04037 smiles="NC=O.CNC" de_lowest_kcal_mol=21.5 e_homo_ev=-9.4 orbital_gap_ev=10.359
N -0.27 0.72 1.67
C -1.60 0.85 1.45
O -2.21 0.70 0.42
H 0.22 1.37 2.27
H 0.26 0.52 0.82
H -2.17 1.16 2.36
C 0.98 -0.28 -2.24
N 0.85 -0.47 -0.80
C 1.87 -1.39 -0.33
H 0.81 -1.21 -2.81
H 1.94 0.05 -2.62
H 0.25 0.43 -2.60
H -0.08 -0.88 -0.79
H 2.84 -0.88 -0.28
H 1.62 -1.83 0.63
H 1.99 -2.26 -0.99

***

No. 30
16
Properties=species:S:1:pos:R:3 method="wB97M-V/def2-TZVPD" spin_multiplicity=1 total_energy_ha=-305.00919 smiles="NC=O.CNC" de_lowest_kcal_mol=41.1 e_homo_ev=-8.4 orbital_gap_ev=9.139
N -2.79 -0.62 -0.41
C -2.75 0.54 -1.13
O -3.10 1.66 -0.79
H -3.01 -1.46 -0.90
H -2.79 -0.61 0.60
H -2.24 0.34 -2.13
C 1.47 -1.15 0.29
N 1.34 0.23 -0.16
C 2.12 1.15 0.66
H 2.40 -1.24 0.85
H 0.66 -1.31 1.10
H 1.27 -1.86 -0.52
H 0.36 0.29 -0.37
H 1.95 0.92 1.75
H 1.94 2.21 0.56
H 3.16 0.89 0.62

***

No. 31
16
Properties=species:S:1:pos:R:3 method="wB97M-V/def2-TZVPD" spin_multiplicity=1 total_energy_ha=-304.95570 smiles="C=NC.NCO" de_lowest_kcal_mol=74.6 e_homo_ev=-9.2 orbital_gap_ev=10.141
C 1.84 0.17 2.77
N 0.97 -0.14 1.89
C 1.03 0.82 0.75
H 2.82 0.50 2.48
H 1.68 -0.28 3.77
H 0.27 1.58 0.74
H 1.89 1.55 0.90
H 1.04 0.44 -0.30
N -0.69 -1.00 -2.34
C -1.95 -0.65 -1.62
O -1.83 0.27 -0.54
H 0.10 -0.44 -2.00
H -0.80 -0.90 -3.33
H -2.31 -1.63 -1.27
H -2.67 -0.15 -2.26
H -1.39 -0.15 0.36